Molecular formula: C2H2N2O3
Method: DFT, wB97M-V/def2-TZVPD

The HOMO-LUMO gap (spin up / spin down) comes out at 7.69 / 5.52 eV. The calculation puts the largest force on an atom at 5.5 eV/Å. The multiplicity is 3. The HOMO energy (spin up / spin down) is -7.674 / -10.377 eV. The value obtained for the molar mass is 102.049 g mol⁻¹. The energy relative to the best compared isomer or geometry (same formula, charge and spin) is 78.6 kcal per mole.

Last column: Löwdin spin population.
Positions of all 9 atoms, in Å:
C -0.171772 -1.776380 0.465318  0.062
C 0.039949 1.645501 -0.839540  0.227
N -0.162483 -0.620943 -0.251383  0.297
N 0.200490 0.484876 0.159581  0.326
O 0.804558 -2.385051 0.869429  0.212
O -0.056821 1.573397 -2.026072  0.335
O 0.485598 0.949092 1.214116  0.487
H -1.163198 -2.330336 0.469285  0.024
H 0.023679 2.459842 -0.060734  0.032

Forces on the atoms, in the same order (eV/Å):
0.4 -3.1 0.4
-0.4 1.3 -0.1
-1.3 -1.5 -1.5
-0.3 0.6 -3.7
-0.9 1.4 0.1
0.1 -0.3 1.2
1.6 0.9 5.2
0.7 0.8 -0.1
0.0 -0.1 -1.6

=====

Molecular formula: C4H9N3
Method: DFT, wB97M-V/def2-TZVPD

The HOMO-LUMO gap comes out at 9.26 eV. The calculation puts the largest force on an atom at 5.0 eV/Å. Its SMILES is CN1CC=N[C@@H]1N. The HOMO energy is -8.206 eV. The value obtained for the molar mass is 99.137 g mol⁻¹. The energy relative to the best compared isomer or geometry (same formula, charge and spin) is 93.2 kcal per mole.

Last column: natural (NBO) charge in e.
Positions of all 16 atoms, in Å:
C -1.355162 0.838977 -1.410695  -0.390
N -0.435435 0.379646 -0.326426  -0.470
C -0.454043 1.053947 0.958619  -0.286
C 0.620164 0.239608 1.762443  0.144
N 0.885444 -0.802458 1.142752  -0.420
C 0.123487 -0.951321 -0.009782  0.262
N 0.905983 -0.955889 -1.457239  -0.866
H -1.135456 0.410152 -2.273131  0.212
H -2.524823 0.502588 -1.497288  0.149
H -1.490049 1.958505 -1.577407  0.207
H -0.143173 1.998262 0.890701  0.188
H -1.469346 1.106488 1.310462  0.181
H 0.944251 0.632622 2.707703  0.194
H -0.549043 -1.857242 0.263853  0.188
H 1.433474 -1.854262 -1.786691  0.347
H 1.835548 -0.333469 -1.355318  0.362

Forces on the atoms, in the same order (eV/Å):
-3.4 0.9 3.2
-1.4 1.0 1.4
-0.5 -3.1 0.0
-3.3 2.1 -1.3
2.4 -1.5 1.1
-0.1 0.5 -5.0
3.5 -2.0 1.1
2.1 -1.6 -3.9
2.0 0.4 1.6
1.0 -1.3 0.8
1.3 4.1 -0.5
-0.6 -0.3 1.1
0.7 -0.5 0.3
0.7 1.2 -1.5
-1.6 1.2 1.2
-3.0 -1.3 0.3

=====

Molecular formula: C5H18NO2
Method: DFT, wB97M-V/def2-TZVPD

The HOMO-LUMO gap (spin up / spin down) comes out at 2.95 / 11.04 eV. The calculation puts the largest force on an atom at 3.5 eV/Å. The multiplicity is 2. The HOMO energy (spin up / spin down) is -2.784 / -11.039 eV. The value obtained for the molar mass is 124.204 g mol⁻¹. The energy relative to the best compared isomer or geometry (same formula, charge and spin) is 22.9 kcal per mole.

Last column: Löwdin spin population.
Positions of all 26 atoms, in Å:
C 1.981155 0.823037 0.398762  0.057
C 0.727326 -0.080247 0.680091  0.082
C 0.191479 -0.866354 -0.536832  0.026
C -0.601418 -2.044911 0.027183  0.039
C 0.103258 -3.112862 0.878105  0.018
N -0.241804 0.892615 1.283660  0.171
H 2.648441 0.147727 -0.162162  0.004
H 1.838666 1.723298 -0.190245  0.010
H 2.476710 1.127054 1.314644  0.028
H 1.187514 -0.780312 1.417031  0.027
H 1.025912 -1.370956 -1.097190  0.003
H -0.249559 -0.159073 -1.228755  0.008
H -0.957438 -2.624973 -0.856003  0.002
H -1.509134 -1.847702 0.569005  0.029
H 0.530079 -2.607753 1.727371  0.013
H 0.813631 -3.830235 0.491271  0.000
H -0.606023 -3.836306 1.380261  0.002
H -1.104188 0.347786 1.556941  0.126
H 0.094561 1.347552 2.193062  0.194
H -0.600470 1.670900 0.719371  0.030
H -2.260778 3.632924 -0.314803  0.010
H -1.779088 2.444978 -1.119814  0.009
O -1.875352 2.755775 -0.200316  0.073
H -1.194497 1.633647 -3.295815  0.006
H 0.013595 2.579067 -3.032479  0.007
O -0.652577 2.035326 -2.602344  0.025

Forces on the atoms, in the same order (eV/Å):
0.1 -1.4 -0.8
2.8 2.0 -0.7
1.3 -0.5 1.7
-1.0 -2.4 -2.2
-0.7 -0.4 1.5
-1.3 -1.7 1.0
0.2 0.4 0.2
-0.4 0.0 -0.2
-0.1 -0.1 0.3
-1.3 0.6 -0.1
-0.3 0.8 0.6
-0.7 -0.3 -0.1
-0.1 0.5 0.3
-0.4 0.9 0.2
0.6 0.0 0.5
0.5 0.5 -0.9
0.1 1.0 -0.7
0.1 0.4 0.2
0.2 -0.3 0.0
0.2 0.1 -0.7
0.0 0.0 0.3
0.3 0.1 0.3
-0.2 0.0 -0.5
0.3 0.2 0.0
0.0 0.0 -0.1
-0.3 -0.3 -0.1

=====

Molecular formula: C49H55CdN12O3
Method: DFT, wB97M-V/def2-TZVPD

The HOMO-LUMO gap comes out at 7.05 eV. The calculation puts the largest force on an atom at 2.5 eV/Å. The HOMO energy is -9.544 eV. Its charge is +1. The value obtained for the molar mass is 972.472 g mol⁻¹. The energy relative to the best compared isomer or geometry (same formula, charge and spin) is 0.0 kcal per mole.

Last column: Mulliken charge in e.
Positions of all 120 atoms, in Å:
Cd 1.574089 0.005978 -2.860679  0.472
N -0.424933 -0.043808 -0.114994  -1.269
O -0.318487 -0.599375 1.019400  0.325
O 0.458826 -0.305680 -1.002129  1.467
O -1.363317 0.737600 -0.393852  -0.433
N 1.496739 -2.967274 1.248443  0.861
C 1.285946 -4.300563 1.054818  -0.663
C 2.507750 -4.944232 1.037923  -0.656
C 3.481768 -3.950143 1.271265  -0.923
C 2.843628 -2.743989 1.433425  -0.309
H 0.792629 -2.241374 1.272325  -0.097
H 0.293768 -4.709275 0.927447  0.455
H 2.728751 -5.982253 0.862325  0.472
H 4.546941 -4.117628 1.348379  0.465
H 3.197212 -1.770308 1.722833  0.415
N -0.263364 3.926309 2.659858  0.422
C -0.806492 2.683720 2.519328  -0.380
C -1.964403 2.664916 3.271024  -0.548
C -2.014102 3.893867 3.976907  -0.798
C -0.922479 4.639589 3.614983  -0.932
H 0.600219 4.181673 2.218066  0.194
H -0.378931 1.931380 1.882187  0.283
H -2.588931 1.813026 3.478410  0.648
H -2.795809 4.125862 4.681774  0.446
H -0.611763 5.617943 3.933532  0.448
N -0.758797 -1.582986 3.845468  0.864
C -0.488874 -0.786053 4.929499  -0.390
C -0.671205 -1.567187 6.058499  -0.827
C -1.001289 -2.873059 5.624004  -0.699
C -1.049061 -2.853279 4.252317  -0.500
H -0.632034 -1.329429 2.882431  0.063
H -0.140866 0.217677 4.750294  0.436
H -0.436684 -1.224583 7.052643  0.403
H -1.170613 -3.702415 6.290186  0.460
H -1.292561 -3.644262 3.561972  0.423
N 3.534550 0.660453 3.187836  0.213
C 4.661115 1.399990 2.963387  -0.685
C 4.357207 2.315678 1.979021  -1.247
C 3.052784 2.031983 1.544713  0.882
C 2.528837 1.019775 2.321244  -1.175
H 3.544500 -0.159210 3.771116  0.292
H 5.549912 1.307304 3.561807  0.434
H 5.046198 3.021952 1.544577  0.455
H 2.579756 2.474586 0.679660  0.455
H 1.571541 0.533762 2.366235  0.458
N -2.959187 4.655280 0.884785  0.191
C -2.493958 4.211024 -0.319155  -0.563
C -2.711165 5.230457 -1.222182  -0.681
C -3.277996 6.299955 -0.520486  -0.676
C -3.405111 5.937978 0.796879  -0.531
H -2.833571 4.086177 1.717318  0.413
H -2.219786 3.169463 -0.360828  0.633
H -2.486087 5.164281 -2.275301  0.480
H -3.465975 7.279472 -0.932242  0.408
H -3.888212 6.412654 1.629483  0.452
N -6.259323 -0.374649 2.099874  0.010
C -5.313526 0.433841 1.526223  -1.223
C -4.085270 0.022596 1.975401  0.049
C -4.288505 -1.101416 2.804262  -0.317
C -5.634278 -1.349512 2.848067  -0.865
H -7.251242 -0.342658 1.987856  0.183
H -5.616335 1.262104 0.906323  0.520
H -3.133026 0.460630 1.721553  0.753
H -3.492323 -1.577447 3.355456  0.491
H -6.207449 -2.178043 3.228669  0.401
N 2.070123 1.988129 -2.249701  0.716
C 3.260845 2.556606 -2.534194  -0.468
C 3.559012 3.861356 -2.250399  -0.755
C 2.571335 4.681936 -1.718557  -0.429
C 1.369825 4.125448 -1.352765  -0.745
C 1.183552 2.788441 -1.670324  -0.316
H 4.038834 1.902625 -2.908950  0.366
H 4.546133 4.238358 -2.476612  0.484
H 2.836295 5.730974 -1.644943  0.441
H 0.566473 4.738071 -0.974601  0.556
H 0.201755 2.353177 -1.496853  0.241
N 3.474436 -0.671430 -2.032467  0.825
C 4.514814 -1.017203 -2.817875  -0.724
C 5.827824 -1.116983 -2.411309  -0.801
C 6.097904 -0.900832 -1.067894  -0.650
C 5.053875 -0.618016 -0.213723  -0.695
C 3.775456 -0.538208 -0.738382  0.138
H 4.268361 -1.251618 -3.851549  0.360
H 6.572362 -1.357605 -3.153624  0.487
H 7.105698 -0.915312 -0.667937  0.460
H 5.172241 -0.442837 0.845555  0.334
H 2.970838 -0.221834 -0.087054  0.366
N 1.202832 -2.094282 -3.440967  0.386
C 1.040851 -2.594491 -4.698215  -0.670
C 0.724160 -3.890426 -4.979704  -0.587
C 0.611062 -4.805820 -3.921355  -0.439
C 0.719851 -4.323323 -2.645286  -0.808
C 0.992666 -2.975648 -2.471418  0.122
H 1.083789 -1.841295 -5.475206  0.438
H 0.502250 -4.254161 -5.972844  0.428
H 0.354228 -5.835553 -4.137092  0.433
H 0.562349 -4.951852 -1.781239  0.564
H 1.058550 -2.597211 -1.454483  0.132
N -0.357963 0.643682 -3.811067  0.406
C -0.469191 1.697725 -4.610504  -0.292
C -1.656076 2.120826 -5.176732  -0.725
C -2.815340 1.414806 -4.926317  -0.497
C -2.716877 0.313014 -4.079275  -0.749
C -1.504609 0.014884 -3.508525  -0.325
H 0.438261 2.231428 -4.874274  0.384
H -1.668531 2.952296 -5.868897  0.468
H -3.766628 1.717095 -5.340033  0.451
H -3.574336 -0.334049 -3.965613  0.551
H -1.483362 -0.847728 -2.850926  0.251
N -2.963563 -2.671825 -1.830313  -0.255
C -3.035192 -2.431211 -0.523261  -0.245
C -2.835178 -3.424725 0.419918  -0.036
C -2.498293 -4.703322 -0.018860  -0.454
C -2.433414 -4.958601 -1.369669  -0.612
C -2.662710 -3.886867 -2.245158  -0.511
H -3.273227 -1.427417 -0.187294  0.543
H -2.738364 -3.230878 1.479533  0.270
H -2.320552 -5.449288 0.748787  0.469
H -2.140381 -5.912970 -1.788256  0.495
H -2.532365 -4.084842 -3.303212  0.418

Forces on the atoms, in the same order (eV/Å):
-0.9 -0.5 -0.4
-0.9 0.3 0.2
-0.2 0.9 -1.5
-0.7 -0.2 1.6
1.6 -1.2 0.6
0.4 0.0 0.4
0.0 -0.5 -0.4
-0.3 0.5 -0.1
0.6 0.3 0.2
-0.5 -0.3 -0.2
0.0 0.0 0.0
0.0 0.2 0.0
-0.3 -0.1 0.1
-0.1 0.1 0.0
0.1 0.0 -0.1
1.0 -0.4 0.1
-1.0 0.2 -0.1
0.8 -0.4 0.4
-0.3 -0.2 0.3
-0.7 0.1 -0.2
0.1 0.2 0.1
0.0 0.0 -0.1
-0.1 0.0 -0.3
0.2 0.3 0.1
0.1 0.1 -0.1
0.2 -0.2 -0.1
-0.2 -0.7 -0.1
0.7 0.8 -0.5
-0.1 0.1 0.3
-0.1 -0.1 0.4
-0.2 0.3 0.0
-0.2 0.1 0.3
-0.3 -0.1 0.1
-0.1 -0.1 -0.2
0.1 0.1 -0.1
0.2 -0.4 0.0
-0.4 0.7 -0.1
0.8 -0.6 0.0
-0.9 0.0 -0.4
0.9 0.1 0.2
-0.3 0.1 0.2
0.0 -0.2 0.1
-0.1 0.1 0.1
-0.2 0.2 0.2
-0.1 0.0 -0.2
0.4 -0.5 0.4
-0.7 0.2 0.4
0.6 -1.0 -0.5
0.1 1.1 0.0
-0.2 -0.6 -0.2
-0.3 0.4 0.0
0.3 0.0 -0.4
0.0 0.2 0.0
-0.3 -0.1 0.0
0.2 0.2 0.1
0.6 -0.8 0.1
-0.4 0.3 0.2
0.0 0.3 -0.4
0.3 -0.1 0.3
-0.2 0.2 -0.3
-0.2 0.2 -0.3
0.1 0.0 0.0
0.0 0.1 -0.1
-0.2 -0.3 0.0
0.1 0.1 0.3
1.1 2.3 0.0
0.4 -0.7 0.5
0.0 0.1 -0.2
1.0 0.3 -0.1
0.2 0.2 -0.6
-1.6 -0.2 0.3
-0.1 -0.1 -0.2
0.0 0.1 -0.1
-0.4 0.0 0.4
-0.2 -0.2 0.2
0.1 -0.1 0.1
2.2 -0.9 0.6
-0.4 -0.2 -0.8
-0.5 0.0 0.1
0.5 0.2 0.4
-0.3 -0.2 -0.2
-0.6 0.9 0.3
0.0 0.2 0.0
0.2 0.0 0.1
0.0 -0.1 -0.2
0.2 0.0 0.0
-0.1 -0.2 0.0
-0.6 -2.0 -1.3
-0.1 1.4 0.1
-0.2 -1.1 0.4
-0.3 0.3 -0.7
0.0 -0.1 0.1
0.4 0.2 1.4
0.1 -0.1 -0.2
0.3 0.4 -0.2
0.1 0.0 0.1
0.1 0.1 0.1
0.1 0.0 -0.1
-1.0 0.4 0.0
0.3 0.5 -0.7
-0.2 0.2 -0.3
0.2 -0.3 0.5
-0.5 0.5 -0.7
0.1 -1.1 0.0
0.1 -0.1 0.1
0.1 0.1 0.2
0.0 -0.1 -0.2
0.1 0.0 0.6
0.3 0.1 0.1
0.0 0.7 -0.6
-0.2 -0.2 0.5
1.0 -0.4 -0.1
-0.3 0.1 0.5
0.1 0.4 -0.6
0.3 -1.0 0.7
0.0 0.1 -0.2
-0.5 0.3 0.0
0.1 -0.2 -0.3
-0.1 -0.1 0.2
-0.2 0.4 -0.2